Here is a molecular structure, C4H4O3 from the Open Molecules 2025 dataset. Energies are from ωB97M-V with the def2-TZVPD basis set.

Each line ends with the natural charge from an NBO analysis.
Atoms and positions in Å:
1 C -1.2434 -0.7489 0.9418  -0.716
2 C 1.4101 1.2066 -0.9743  0.586
3 C -0.5900 -0.0147 -0.1820  0.537
4 C 0.9344 0.1169 -0.0987  0.216
5 O 1.7670 2.2237 -1.4080  -0.389
6 O -1.1766 0.5510 -1.0791  -0.501
7 O 1.6950 -0.4507 0.6841  -0.583
8 H 1.3669 -0.0801 -1.5605  0.097
9 H -0.9204 -1.7932 0.9223  0.256
10 H -2.3267 -0.6813 0.8580  0.245
11 H -0.9163 -0.3294 1.8963  0.253

M, g/mol: 100.07
HOMO, eV: -9.7
Charge: 0
Relative energy (zero: lowest compared OMol25 entry of this formula, charge and spin), kJ/mol: 318.3
Multiplicity: 1